(1)
A 2-piece molecular cluster, C3H11NO2S overall. Source: OMol25; level of theory: ωB97M-V with the def2-TZVPD basis set.

Geometry as ORCA input:
```
! wB97M-V def2-TZVPD RIJCOSX def2/J DEFGRID3
* xyz -1 2
S 2.2269 0.5840 -0.4293
O -2.8711 0.8599 0.7001
O 0.3832 -2.7191 -0.3279
N -0.8476 0.2296 -1.1862
C -0.4960 0.7470 0.1374
C -1.5837 0.3782 1.1063
C 0.8411 0.2207 0.6847
H -0.4413 1.8389 0.0688
H 1.0653 0.7353 1.6213
H 2.5913 -0.6746 -0.7297
H -1.3291 0.7756 2.0972
H -0.4365 -2.9986 -0.7825
H -2.7115 1.3403 -0.1183
H -1.6424 -0.7038 1.2363
H -1.3898 -0.6112 -1.0780
H -0.0303 -0.0727 -1.7073
H 0.7286 -0.8495 0.8398
H 0.8680 -3.5552 -0.1831
*
```

Summary:
HOMO-LUMO gap (alpha / beta), Ha: 0.09496 / 0.33765
HOMO level (alpha / beta), eV: 0.56 / -6.00



(2)
A 2-piece molecular cluster, C3H11NO2S overall in a non-equilibrium geometry. Source: OMol25; level of theory: ωB97M-V with the def2-TZVPD basis set.

Geometry as ORCA input:
```
! wB97M-V def2-TZVPD RIJCOSX def2/J DEFGRID3
* xyz 0 1
S -1.5099 0.8438 1.7307
O -2.6295 -0.2185 -1.2306
O 3.1061 -0.0527 1.8458
N 1.1009 -0.2025 -1.1567
C -0.1461 1.0862 0.5680
C -0.1117 -0.2647 -0.1941
C -1.2355 -0.5044 -1.3046
H -2.2521 -0.3150 1.3973
H -1.0999 -1.6410 -1.5772
H 3.1600 -0.8588 2.2529
H -1.0764 0.2183 -2.1414
H -2.5621 0.6369 -0.7537
H 0.7831 1.2612 1.2090
H 0.0517 -1.1811 0.4202
H 1.7644 -0.9806 -0.9283
H 2.1530 0.2460 1.9753
H 0.7919 0.0106 -2.0316
H -0.2877 1.9161 -0.0810
*
```

Summary:
HOMO-LUMO gap, Ha: 0.36679
HOMO level, eV: -9.41



Energy above the lowest of the compared OMol25 structures with the same formula, charge and spin per entry: 0.7, 211.3 kJ/mol
Molecular weight per entry: 125.19, 125.19 g mol⁻¹
E_tot per entry: -724.28445, -724.23125 Eh